# 1
C5H13NO2 | ωB97M-V/def2-TZVPD

The geometry in XYZ format:
```
21
Properties=species:S:1:pos:R:3:nbo_charge:R:1
C 3.215 1.151 0.303 -0.37
C 2.666 0.655 -0.806 -0.22
C 1.576 -0.302 -0.832 -0.24
C 0.589 -0.367 0.074 -0.17
C -0.279 -1.574 0.293 -0.27
N -1.538 -1.316 1.022 -0.88
H 4.099 1.766 0.228 0.20
H 2.929 0.774 1.274 0.19
H 3.159 0.894 -1.745 0.20
H 1.378 -0.817 -1.773 0.20
H 0.584 0.386 0.858 0.21
H -0.482 -2.140 -0.618 0.20
H 0.348 -2.160 0.974 0.21
H -2.355 -1.463 0.451 0.38
H -1.613 -1.818 1.891 0.38
O -2.719 -0.052 -1.738 -0.95
H -2.134 0.107 -0.993 0.47
H -3.298 0.714 -1.778 0.47
O -1.520 1.654 1.401 -0.98
H -1.494 0.682 1.347 0.49
H -2.437 1.931 1.439 0.47
```

The HOMO energy is -0.3164 Ha. Its gap between HOMO and LUMO is 9.27 eV. The net charge is 0.

***

# 2
C3H6N2O2 | ωB97M-V/def2-TZVPD

The geometry in XYZ format:
```
13
Properties=species:S:1:pos:R:3:nbo_charge:R:1
N -1.160 -0.353 -1.082 -0.84
C -0.335 0.130 -0.026 0.30
O -0.792 1.407 0.347 -0.70
C -0.032 -0.816 1.158 -0.10
O 1.384 -0.568 1.006 -0.49
C 1.206 0.105 -0.175 0.50
N 2.131 0.477 -0.933 -0.66
H -1.857 0.333 -1.335 0.39
H -1.620 -1.222 -0.858 0.37
H -0.251 -1.874 0.971 0.18
H -0.408 -0.505 2.136 0.20
H -0.027 1.958 0.559 0.49
H 1.761 0.928 -1.769 0.36
```

The HOMO energy is -0.3549 Ha. Its gap between HOMO and LUMO is 10.39 eV. The net charge is 0.

***

# 3
C23H42BrCl2N2O9PS4 | ωB97M-V/def2-TZVPD

The geometry in XYZ format:
```
84
Properties=species:S:1:pos:R:3:mulliken_charge:R:1
C 1.987 -1.302 4.998 -0.97
C 2.114 -1.696 3.421 -0.24
S 2.363 -0.099 2.497 -0.09
C 3.367 -0.410 0.947 -0.64
C 2.757 0.229 -0.388 0.14
O 2.913 1.658 -0.540 -0.10
C 4.265 2.115 -0.611 -0.34
S 4.400 3.531 0.645 -0.07
Br 4.700 2.980 -2.391 -0.12
P 3.705 -0.564 -1.886 0.25
S 5.459 -1.292 -1.360 -0.35
C 1.194 -0.186 -0.673 -0.26
C 1.057 -1.778 -0.303 -1.47
C -0.128 -2.508 -1.106 1.12
C -0.023 -4.099 -0.726 -0.73
C -1.459 -4.545 -0.095 -0.66
C -2.633 -4.591 -1.205 -0.26
C -4.117 -4.581 -0.567 -0.56
O -5.126 -4.012 -1.450 -0.36
C -5.019 -2.591 -1.535 0.56
C -4.826 -1.593 -0.297 -0.42
O -5.110 -2.081 -2.693 -0.55
O 0.223 0.470 0.126 -0.21
C -0.536 1.529 -0.438 -0.27
C -1.888 1.610 0.478 0.21
C -2.655 3.011 0.438 -0.74
C -3.192 3.295 1.959 -0.85
S -4.560 2.162 2.471 1.22
O -3.935 1.139 3.417 -0.66
O -5.300 1.547 1.319 -0.54
O -5.588 3.088 3.462 -0.51
O 0.206 2.784 -0.116 -0.46
C 0.606 2.809 1.227 0.50
N 0.661 2.787 2.444 -0.56
N -0.765 1.581 -1.872 0.83
C -0.881 2.908 -2.505 -0.93
C -1.451 0.485 -2.509 0.45
C -1.122 0.257 -4.093 -1.32
O -2.236 -0.370 -2.016 -0.38
H 2.166 -2.201 5.683 0.34
H 2.757 -0.456 5.180 0.28
H 0.956 -0.828 5.189 0.26
H 2.942 -2.458 3.213 0.34
H 1.109 -2.136 3.084 0.13
H 3.512 -1.560 0.898 0.39
H 4.427 -0.005 1.191 0.43
H 5.078 1.375 -0.313 0.64
H 3.307 3.329 1.494 0.06
H 2.937 -1.722 -2.318 0.13
H 3.759 0.309 -3.019 0.13
H 1.092 -0.156 -1.810 0.47
H 0.795 -1.861 0.823 -0.37
H 2.029 -2.358 -0.451 0.49
H -1.116 -2.162 -0.610 -0.58
H -0.106 -2.344 -2.237 0.10
H 0.202 -4.760 -1.631 0.36
H 0.746 -4.285 0.111 0.31
H -1.394 -5.568 0.441 0.38
H -1.754 -3.741 0.687 0.25
H -2.547 -3.694 -1.926 0.15
H -2.547 -5.540 -1.852 0.35
H -4.135 -4.100 0.484 0.27
H -4.420 -5.690 -0.411 0.32
H -5.251 -2.037 0.673 0.40
H -5.365 -0.606 -0.531 0.29
H -3.696 -1.379 -0.149 -0.14
H -2.663 0.803 0.166 -0.27
H -1.667 1.351 1.589 0.66
H -2.048 3.930 0.155 0.43
H -3.599 2.866 -0.222 0.30
H -3.481 4.416 1.972 0.47
H -2.257 3.198 2.638 0.38
H -5.800 2.543 4.270 0.37
H 0.195 3.291 -2.721 0.29
H -1.389 3.730 -1.898 0.22
H -1.400 2.915 -3.543 0.38
H -0.298 0.968 -4.471 0.34
H -2.095 0.521 -4.645 0.38
H -0.906 -0.849 -4.327 0.28
Cl 9.933 3.822 -0.179 -0.16
C 8.506 4.779 0.236 -0.37
Cl 7.052 4.124 -0.526 -0.10
H 8.374 4.768 1.318 0.26
H 8.654 5.803 -0.106 0.29
```

The HOMO energy is -0.3140 Ha. Its gap between HOMO and LUMO is 8.67 eV. The net charge is 0.

***

# 4
C5H10O2 | ωB97M-V/def2-TZVPD

The geometry in XYZ format:
```
17
Properties=species:S:1:pos:R:3:nbo_charge:R:1
O -2.559 0.726 1.038 -0.77
C -3.031 0.090 0.074 0.63
O -2.397 -0.626 -0.734 -0.75
C 1.983 1.217 -0.066 -0.09
C 2.237 -0.126 0.010 -0.35
C 1.297 -1.075 0.456 0.24
C -0.113 -0.803 0.740 -0.75
H -4.134 0.137 -0.038 0.05
H 2.787 1.938 0.039 0.22
H 0.992 1.561 0.214 0.22
H -0.358 0.987 -2.420 0.00
H 3.278 -0.375 0.150 0.23
H -0.228 0.326 -2.699 0.00
H 1.713 -2.007 0.820 0.20
H -0.267 0.239 0.467 0.25
H -0.859 -1.349 0.138 0.37
H -0.341 -0.860 1.810 0.30
```

The HOMO energy is -0.2923 Ha. Its gap between HOMO and LUMO is 4.61 eV. The net charge is 0.

***

# 5
CH16O7 | ωB97M-V/def2-TZVPD

The geometry in XYZ format:
```
24
Properties=species:S:1:pos:R:3:nbo_charge:R:1
C -0.547 2.370 -0.386 -0.30
O 0.771 2.424 0.055 -0.40
H -0.690 2.930 -1.321 0.31
H -0.594 1.331 -0.752 0.26
H -1.262 2.570 0.419 0.28
H 0.918 3.269 0.518 0.51
H 2.167 0.309 1.238 0.48
H 1.935 -0.781 0.229 0.48
O 2.054 -0.641 1.182 -0.95
H -0.196 -1.600 3.176 0.49
H 0.664 -1.612 1.826 0.50
O -0.181 -1.837 2.249 -0.99
H 2.387 0.302 -2.070 0.48
H 3.406 -0.374 -1.086 0.49
O 2.700 -0.529 -1.704 -0.96
H -1.259 -0.911 0.747 0.52
H -1.282 -1.459 -0.760 0.53
O -1.647 -0.800 -0.137 -0.98
H -4.152 1.224 0.562 0.50
H -2.789 0.418 0.156 0.52
O -3.226 1.289 0.290 -0.80
H 0.615 -1.924 -1.506 0.48
H 0.306 -3.397 -1.318 0.50
O -0.097 -2.570 -1.608 -0.95
```

Its spin multiplicity is 2. The HOMO energy (spin up / spin down) is -0.5287 / -0.5285 Ha. Its gap between HOMO and LUMO (spin up / spin down) is 10.79 / 3.95 eV. The net charge is +1.

***

# 6
C3H4FNO2 | ωB97M-V/def2-TZVPD

The geometry in XYZ format:
```
11
Properties=species:S:1:pos:R:3:nbo_charge:R:1
F -2.856 0.743 0.052 -0.36
C -1.763 -0.257 -0.163 -0.01
C -0.344 0.103 0.022 0.41
N 0.048 1.353 0.034 -0.16
O 1.480 1.397 -0.147 -0.37
C 1.897 0.000 0.079 0.18
O 0.639 -0.830 -0.034 -0.50
H -1.955 -0.853 -1.049 0.22
H -2.049 -0.767 0.831 0.21
H 2.703 -0.492 -0.709 0.19
H 2.200 -0.397 1.084 0.18
```

The HOMO energy is -0.3491 Ha. Its gap between HOMO and LUMO is 10.21 eV. The net charge is 0.

***

Number 1: total energy -10979.4111 eV. Number 2: total energy -10282.2703 eV. Number 3: total energy -193647.7365 eV. Number 4: total energy -9436.6224 eV. Number 5: total energy -15618.7132 eV. Number 6: total energy -11474.3463 eV.